[1]
ORCA calculation (ωB97M-V/def2-TZVPD) on a cluster of 2 separate species, C4H14NO3 in total.

* E: -12000.062 eV
* total charge: +1
* HOMO-LUMO gap: 11.21 eV
* LUMO energy: -3.0125 eV
* F_max: 5.0 eV/A
* HOMO level: -14.22 eV

Structure (XYZ):
```
22
Properties=species:S:1:pos:R:3:forces:R:3
C 0.72454 1.68600 0.31154 -1.1 1.0 3.4
O 1.93921 1.67070 -0.24747 3.6 1.0 -3.3
C -0.06314 0.41657 -0.13343 -2.9 1.1 -0.6
C -1.25440 -0.12226 0.85622 0.1 0.6 -1.4
C -0.89627 -0.46320 2.25282 -1.3 0.1 0.9
O -1.72345 -1.29075 0.16129 2.0 2.4 -2.2
N 0.83038 -0.71409 -0.57264 1.8 0.0 3.7
H 1.02844 1.78015 1.45036 -1.8 -0.6 -1.5
H 0.24449 2.66039 0.02847 -0.6 -1.3 0.5
H 2.12969 2.52909 -0.71067 -0.1 -1.4 0.7
H -0.62355 0.74334 -1.09482 0.9 -0.9 1.5
H -2.06031 0.68276 0.99439 1.0 -1.0 -1.1
H -1.09462 0.39603 2.87835 -0.2 0.1 0.4
H 0.09142 -0.71822 2.46616 1.8 -0.8 0.0
H -1.56242 -1.28664 2.56475 0.3 0.4 0.2
H -2.23172 -1.87406 0.65324 -1.5 -1.3 1.8
H 1.23394 -0.58366 -1.48815 -0.1 0.1 -0.5
H 0.31935 -1.59516 -0.56876 -0.6 0.1 -0.2
H 1.65128 -0.87517 0.09275 -1.3 0.6 -0.8
H 0.52725 -1.75851 -3.44504 0.2 -1.5 -1.0
H 0.43065 -0.27261 -3.53856 -0.2 -0.2 0.1
O 0.35923 -1.01069 -2.91081 -0.2 1.7 -0.6
```
Forces are in eV/Å.


[2]
ORCA calculation (ωB97M-V/def2-TZVPD) on a cluster of 2 separate species, C4H14NOS in total.

* E: -18744.475 eV
* total charge: 0
* HOMO-LUMO gap (spin up / spin down): 3.93 / 9.75 eV
* 2S+1: 2
* LUMO energy (spin up / spin down): 0.7837 / 0.5302 eV
* F_max: 2.4 eV/A
* ⟨S²⟩: 0.751
* HOMO level (spin up / spin down): -3.14 / -9.22 eV

Structure (XYZ):
```
21
Properties=species:S:1:pos:R:3:forces:R:3
C -1.20996 1.62217 0.64028 -0.7 0.1 -0.8
C -0.35469 0.83623 -0.31727 0.3 -2.1 0.2
C -1.02816 -0.56313 -0.55644 -1.1 1.8 0.2
C -0.25659 -1.64100 -1.22088 0.5 -0.5 -2.3
S 0.13778 -1.09954 -2.98785 -0.1 0.7 0.3
N 1.08496 0.71525 0.17438 -1.0 1.2 -0.7
H -1.16165 1.19097 1.63516 0.1 0.2 0.2
H -1.04183 2.69476 0.60367 0.4 0.0 0.4
H -2.24055 1.49397 0.28400 0.0 0.0 0.2
H -0.25441 1.24899 -1.31775 0.0 0.5 0.1
H -1.84813 -0.25653 -1.22461 0.2 -0.3 -0.3
H -1.65544 -0.86400 0.28883 0.9 -0.4 0.5
H 0.73869 -1.87931 -0.86332 -0.2 -0.2 0.8
H -0.86932 -2.51961 -1.41191 0.1 -0.1 0.6
H 0.25432 -2.27164 -3.61751 0.0 -0.3 0.3
H 1.19420 0.65999 1.19807 -0.1 -0.6 0.1
H 1.56614 -0.08568 -0.30660 0.4 0.4 0.3
H 1.51644 1.64897 -0.08539 0.5 -0.5 0.0
H 1.59078 0.05957 3.67924 -0.2 0.1 0.0
H 2.35283 -0.70417 2.62419 -0.3 0.0 -0.2
O 1.48458 -0.28626 2.78173 0.4 -0.1 0.3
```
Forces are in eV/Å.


[3]
ORCA calculation (ωB97M-V/def2-TZVPD) on a cluster of 2 separate species, C4H14NOS in total.

* E: -18743.643 eV
* total charge: 0
* HOMO-LUMO gap (spin up / spin down): 3.57 / 9.73 eV
* 2S+1: 2
* LUMO energy (spin up / spin down): 0.5832 / 0.4687 eV
* F_max: 3.5 eV/A
* ⟨S²⟩: 0.751
* HOMO level (spin up / spin down): -2.98 / -9.26 eV

Structure (XYZ):
```
21
Properties=species:S:1:pos:R:3:forces:R:3
C 1.22045 -0.83944 -1.32939 0.4 0.8 -1.9
C -0.05543 -0.39379 -0.65363 2.6 -1.6 1.5
C -0.35278 -1.20319 0.60572 -0.9 -0.1 -0.9
C -1.77322 -0.79992 1.15912 0.7 -2.9 1.7
S -2.87869 0.16320 0.14468 -0.9 -0.1 -0.2
N 0.03100 1.03571 -0.28842 0.1 -1.3 -1.2
H 1.22377 -1.89553 -1.42272 0.4 -1.3 0.9
H 2.09559 -0.36784 -0.93378 0.8 -0.3 0.6
H 1.28766 -0.64182 -2.43665 -0.5 0.7 0.9
H -0.71811 -0.65833 -1.38587 -2.7 0.5 -1.5
H -0.52776 -2.27162 0.36822 0.8 0.5 -0.4
H 0.53304 -1.13601 1.26688 -0.8 0.1 0.2
H -1.60056 -0.55275 2.21356 -0.7 1.0 -0.4
H -2.30963 -1.79764 1.30634 0.5 1.2 -0.3
H -3.53339 -0.92617 -0.46360 0.5 0.6 0.5
H 0.71245 1.14746 0.47829 0.1 0.5 -0.2
H -0.91033 1.31763 0.01431 -0.3 0.9 0.1
H 0.35304 1.47123 -1.19244 -0.1 1.0 0.5
H 2.61082 2.68027 1.57874 -0.1 -0.6 -0.2
H 2.27584 3.26419 0.28198 -0.3 0.7 -0.9
O 2.31624 2.40436 0.68866 0.4 -0.1 1.2
```
Forces are in eV/Å.


[4]
ORCA calculation (ωB97M-V/def2-TZVPD) on a cluster of 2 separate species, C4H14NOS in total.

* E: -18741.841 eV
* total charge: +1
* HOMO-LUMO gap: 9.92 eV
* LUMO energy: -3.0060 eV
* F_max: 1.2 eV/A
* HOMO level: -12.92 eV

Structure (XYZ):
```
21
Properties=species:S:1:pos:R:3:forces:R:3
C -0.13762 1.28514 1.62513 0.2 0.1 -0.6
C 0.28796 0.26867 0.57076 0.0 -0.8 -0.2
C 0.51202 -1.14797 1.10986 -0.5 0.0 0.6
C 1.45625 -2.03164 0.33659 -0.2 -0.7 -0.9
S 0.82243 -2.60407 -1.31454 0.0 0.7 0.1
N -0.77296 0.28364 -0.52100 -0.1 0.4 0.4
H 0.28490 1.07258 2.59889 0.3 0.1 0.0
H -1.21602 1.29195 1.75007 -0.3 -0.1 0.1
H 0.14394 2.27776 1.28107 0.0 0.2 0.3
H 1.19808 0.52596 0.03459 0.2 0.4 0.2
H 0.92219 -1.01950 2.10443 0.4 0.1 0.2
H -0.42729 -1.67053 1.33398 -0.1 0.1 -0.3
H 1.65659 -2.97116 0.84559 0.1 0.3 0.4
H 2.40232 -1.53569 0.13170 0.1 0.0 0.0
H -0.47125 -2.42330 -1.02588 -0.1 -0.4 0.1
H -0.65779 1.07884 -1.16542 -0.2 0.1 -0.1
H -1.68657 0.42796 -0.07444 0.1 -0.4 -0.3
H -0.75248 -0.56482 -1.08926 0.0 0.0 0.0
H -0.43298 2.47590 -3.03743 -0.2 -0.1 0.3
H -1.91969 2.68713 -3.01050 -0.2 -0.1 0.3
O -1.21203 2.29315 -2.48419 0.6 0.2 -0.6
```
Forces are in eV/Å.


[5]
ORCA calculation (ωB97M-V/def2-TZVPD) on a cluster of 2 separate species, C4H14NS in total.

* E: -16693.413 eV
* total charge: +1
* HOMO-LUMO gap: 8.99 eV
* LUMO energy: -3.4828 eV
* F_max: 3.2 eV/A
* HOMO level: -12.47 eV

Structure (XYZ):
```
20
Properties=species:S:1:pos:R:3:forces:R:3
C -0.89213 -0.66071 2.76215 0.5 -0.6 2.3
C -1.66466 -0.71658 1.48986 -0.5 1.1 -1.4
S 0.68862 0.26852 2.66836 -0.2 0.0 -1.2
H -1.35938 -0.22259 3.64867 -0.7 0.3 -0.7
H -0.63941 -1.64302 3.17576 0.0 -0.1 -0.6
H -2.69271 -1.09365 1.48465 0.2 0.0 0.8
H 0.92549 0.40060 3.96398 0.1 0.0 0.3
H -1.18567 -1.31507 0.73041 0.5 -0.5 -0.1
H -1.73376 0.28406 1.02427 -0.1 -0.2 0.4
C 0.38141 0.14608 -1.57283 -1.7 -0.6 -2.7
C 0.28239 0.51752 -3.05100 0.8 1.0 -0.9
N 1.63831 0.54233 -0.92271 -0.7 0.6 1.0
H -0.53748 0.54648 -1.15809 0.5 0.3 1.1
H 0.27864 -0.94315 -1.60433 0.4 0.1 0.8
H 1.03370 0.02747 -3.67576 -0.3 -0.5 0.1
H 0.44354 1.57039 -3.32597 0.0 0.1 0.7
H 1.56153 0.23790 0.05596 0.6 -0.2 0.2
H 2.43996 0.15227 -1.40308 0.3 -0.3 0.1
H 1.75862 1.55936 -0.86281 -0.1 -0.1 -0.3
H -0.72703 0.34180 -3.42746 0.2 -0.5 0.1
```
Forces are in eV/Å.


[6]
ORCA calculation (ωB97M-V/def2-TZVPD) on a cluster of 2 separate species, C4H14NS2 in total.

* E: -27528.997 eV
* total charge: +1
* HOMO-LUMO gap: 9.44 eV
* LUMO energy: -3.0432 eV
* F_max: 2.8 eV/A
* HOMO level: -12.48 eV

Structure (XYZ):
```
21
Properties=species:S:1:pos:R:3:forces:R:3
C -1.87356 0.55355 1.68300 0.7 -1.0 0.6
N -1.31756 1.35461 0.59812 0.9 1.3 -0.9
C -2.01962 1.33979 -0.71868 -1.0 1.6 0.6
H -1.18036 0.62489 2.54285 -0.5 -0.2 -0.5
H -2.82542 0.93195 1.93874 -1.0 0.5 0.4
H -2.00582 -0.49306 1.36348 0.3 0.5 0.1
H -0.37884 1.03373 0.38830 0.6 -0.3 -0.1
H -1.17311 2.34065 0.86549 -0.3 -0.5 0.2
H -1.99767 0.32232 -1.04816 -0.2 -0.4 -0.5
H -1.52207 2.06082 -1.40910 -0.2 -0.9 0.5
H -3.04146 1.73177 -0.49775 0.6 -0.6 -0.5
C 0.62088 -1.66618 -1.52942 0.4 0.7 -2.7
S 1.18416 0.05797 -1.28293 -0.2 -0.4 -0.3
S 1.70329 -0.12459 0.65854 1.1 -0.2 0.4
C 3.34174 -0.94917 0.42859 0.1 0.9 -0.7
H 1.46837 -2.37955 -1.46437 -0.9 0.3 0.7
H -0.29979 -1.75839 -0.99064 0.0 -0.9 0.7
H 0.33496 -1.72175 -2.61738 0.2 0.1 0.9
H 4.13815 -0.22267 0.19180 -0.6 -0.1 0.1
H 3.61891 -1.43019 1.34989 -0.1 -0.5 0.2
H 3.22480 -1.60648 -0.45040 0.2 0.0 0.8
```
Forces are in eV/Å.


[7]
ORCA calculation (ωB97M-V/def2-TZVPD) on the ion C4H14NSi with charge +1.

* E: -13734.510 eV
* total charge: +1
* SMILES string: CC(C)[C@H]([NH3+])[SiH3]
* HOMO-LUMO gap: 11.64 eV
* LUMO energy: -3.4699 eV
* F_max: 3.6 eV/A
* HOMO level: -15.11 eV

Structure (XYZ):
```
20
Properties=species:S:1:pos:R:3:forces:R:3
C -1.91420 0.36638 0.63016 -0.6 -3.0 -0.8
C -0.62874 -0.48846 0.52231 -0.4 -0.2 -1.8
C -0.57127 -1.47607 -0.65572 1.1 -0.2 0.5
C 0.56334 0.45776 0.43113 0.3 -0.6 -0.2
N 0.17420 1.60643 -0.46634 -2.9 -0.3 -1.6
Si 2.39036 -0.42075 0.17142 -1.7 1.5 -1.7
H -2.09386 0.78985 -0.37633 -0.7 -0.1 0.6
H -1.66012 1.08564 1.37376 -0.7 0.9 0.8
H -2.79441 -0.34817 0.91180 1.5 1.8 -0.4
H -0.54104 -0.99992 1.46207 0.2 -0.5 0.4
H 0.09996 -2.30052 -0.36979 -0.2 0.2 -0.3
H -1.48074 -1.91891 -0.92337 -1.6 -0.6 0.0
H -0.19478 -1.08292 -1.61024 0.1 0.4 0.3
H 0.44558 0.88982 1.39265 1.1 0.9 1.1
H -0.90592 1.91005 -0.22879 3.5 -0.2 -0.3
H 0.88293 2.32276 -0.46003 -0.1 0.7 0.2
H 0.05337 1.33485 -1.48029 0.5 0.0 1.2
H 3.19731 0.56569 -0.64487 -0.2 -0.4 0.6
H 2.66303 -0.63728 1.52625 0.8 -0.3 1.4
H 2.20806 -1.64100 -0.61535 0.1 0.0 0.0
```
Forces are in eV/Å.


[8]
ORCA calculation (ωB97M-V/def2-TZVPD) on an isolated molecule of C4H14O2Si2.

* E: -24226.781 eV
* total charge: 0
* SMILES string: C[Si](C)(C)[Si](C)(O)O
* HOMO-LUMO gap: 9.54 eV
* LUMO energy: 0.6200 eV
* F_max: 5.5 eV/A
* HOMO level: -8.92 eV

Structure (XYZ):
```
22
Properties=species:S:1:pos:R:3:forces:R:3
C 1.41906 1.56328 1.42313 -1.4 -1.4 -0.7
Si 0.60890 0.41323 0.01084 2.2 0.5 0.8
C 1.47398 -1.31786 0.26643 -3.0 2.2 -2.0
C 1.35566 1.07118 -1.63705 0.6 -1.2 0.2
Si -1.71123 0.30626 0.06976 0.0 -4.3 -2.1
C -2.57041 -1.66935 -0.01432 2.5 4.4 -2.3
O -2.37927 1.11210 -1.17735 -0.2 -0.1 -1.8
O -2.23658 1.03746 1.32557 -2.1 1.8 4.0
H 0.64350 1.67483 2.18059 -0.3 0.9 -0.2
H 2.09434 0.95319 2.01582 0.9 0.1 -0.5
H 1.81313 2.48789 0.96580 -0.1 -0.5 0.7
H 2.42612 -0.97434 0.27400 3.4 0.5 -0.6
H 1.33871 -1.71466 1.18065 -0.9 -1.3 3.4
H 1.20026 -2.05557 -0.44356 0.2 -0.6 -1.0
H 1.43132 2.12069 -1.88056 0.4 0.5 0.8
H 2.34585 0.52980 -1.81408 -1.3 0.8 0.1
H 0.66576 0.80518 -2.40503 -0.4 -0.9 -0.9
H -3.02694 -1.67092 -0.97951 0.3 -0.3 -1.4
H -1.91647 -2.46391 0.10448 0.9 -1.5 0.6
H -3.42476 -1.57370 0.50705 -2.6 -0.2 3.0
H -2.28024 0.63368 -2.02236 -0.2 0.5 0.4
H -3.14732 1.04324 1.69721 1.2 -0.1 -0.6
```
Forces are in eV/Å.


[9]
ORCA calculation (ωB97M-V/def2-TZVPD) on a cluster of 3 separate species, C4H14O3 in total.

* E: -10515.742 eV
* total charge: -1
* HOMO-LUMO gap (spin up / spin down): 2.08 / 10.64 eV
* 2S+1: 2
* LUMO energy (spin up / spin down): 3.1526 / 3.6268 eV
* F_max: 1.3 eV/A
* ⟨S²⟩: 0.750
* HOMO level (spin up / spin down): 1.07 / -7.01 eV

Structure (XYZ):
```
21
Properties=species:S:1:pos:R:3:forces:R:3
C -0.76545 -1.13660 -1.16804 -0.4 -0.9 0.0
O -2.04670 -1.47942 -1.73681 0.1 0.2 0.1
C -0.96255 -0.49622 0.18515 -0.1 -0.2 -0.4
C 0.25423 -0.19741 1.04766 -0.1 0.7 1.0
C -0.32056 0.49039 2.30987 0.0 -0.5 -0.2
H -0.19730 -0.59403 -1.91536 0.3 0.4 0.2
H -0.25404 -2.08517 -0.98510 0.3 0.0 -0.2
H -2.07744 -1.10169 -2.62026 -0.1 0.0 0.0
H -1.61994 0.35447 0.13502 0.1 0.8 -0.4
H -1.61850 -1.18552 0.73325 0.3 -0.2 0.1
H 0.76401 -1.10315 1.37233 -0.3 -0.4 0.1
H 1.11732 0.36170 0.69374 -0.5 0.5 -0.9
H -1.02036 -0.23994 2.66756 -0.5 -0.3 0.8
H 0.41344 0.66814 3.06491 0.7 0.0 0.6
H -0.89492 1.41544 2.24149 0.2 0.1 -0.8
H 3.66103 -2.69992 -0.69683 -0.3 -0.4 -0.1
H 4.19571 -4.11369 -0.20302 -0.5 0.0 -0.3
O 4.33470 -3.16496 -0.18845 0.8 0.4 0.4
H -1.20160 6.14001 -1.40630 -0.1 0.2 0.0
H -0.65238 4.75070 -1.49757 0.0 -0.3 -0.2
O -1.10869 5.41688 -2.03328 0.1 0.0 0.1
```
Forces are in eV/Å.


[10]
ORCA calculation (ωB97M-V/def2-TZVPD) on a cluster of 4 separate species, C4H14O3 in total.

* E: -10516.114 eV
* total charge: 0
* SMILES string: C=C(C)C.O.O.O
* HOMO-LUMO gap: 9.60 eV
* LUMO energy: 0.5832 eV
* F_max: 2.9 eV/A
* HOMO level: -9.02 eV

Structure (XYZ):
```
21
Properties=species:S:1:pos:R:3:forces:R:3
C 2.49951 -1.80450 0.51499 -0.4 -0.4 0.6
C 1.51498 -1.76590 1.41317 -1.0 1.8 0.4
C 0.24494 -0.98457 1.04717 0.6 -2.5 -1.5
C 1.43791 -2.29788 2.81952 1.3 -1.5 -0.9
H 3.49690 -2.08708 0.74555 0.6 -0.8 0.3
H 2.35152 -1.57695 -0.52669 -0.2 0.7 -0.1
H 0.51701 -0.08276 0.53704 -0.3 0.7 0.0
H -0.51653 -0.94886 1.80218 0.0 0.6 0.6
H -0.16088 -1.69894 0.31109 -0.5 0.6 -0.3
H 1.71769 -1.60320 3.59394 0.1 0.4 0.2
H 2.10600 -3.17554 2.82219 -0.1 0.3 0.6
H 0.44552 -2.68674 3.03497 -0.2 0.2 -0.1
O -4.68729 3.08186 -3.41171 0.6 -0.3 -0.1
H -4.94727 4.00387 -3.46514 -0.4 -0.1 0.1
H -5.43507 2.52260 -3.18438 -0.2 0.5 0.0
O -1.81035 1.09680 -3.28576 -0.2 -0.3 0.3
H -2.17251 1.06260 -2.39220 0.2 0.3 0.0
H -2.37661 0.46531 -3.74295 0.1 0.1 -0.3
O 2.26346 2.98186 0.36102 -0.1 0.0 -0.3
H 1.55194 2.71970 -0.24334 0.3 0.1 0.4
H 1.95912 2.77832 1.24933 -0.1 -0.1 0.0
```
Forces are in eV/Å.


[11]
ORCA calculation (ωB97M-V/def2-TZVPD) on a cluster of 3 separate species, C4H14O3 in total.

* E: -10517.232 eV
* total charge: 0
* SMILES string: CC[C@H](C)O.O.O
* HOMO-LUMO gap: 10.92 eV
* LUMO energy: 0.6553 eV
* F_max: 3.1 eV/A
* HOMO level: -10.26 eV

Structure (XYZ):
```
21
Properties=species:S:1:pos:R:3:forces:R:3
C -2.38505 0.52553 0.07944 -0.9 -0.6 0.3
C -1.15910 -0.32295 0.47520 -0.8 0.3 -1.7
C -0.55415 -0.98305 -0.76728 2.3 -1.6 1.3
C 0.69828 -1.83147 -0.37725 -0.3 -1.0 0.8
O 0.00097 0.00057 -1.64046 -1.1 0.3 -0.5
H -3.22827 -0.06166 -0.29825 0.2 -0.6 0.2
H -2.22565 1.17016 -0.79393 0.5 0.4 0.7
H -2.83448 1.01651 0.96210 0.5 0.3 -0.6
H -0.44229 0.30853 0.97714 0.3 0.0 -0.1
H -1.38349 -1.13766 1.15338 -0.3 0.0 0.3
H -1.21267 -1.74302 -1.22207 -0.4 1.0 -0.3
H 1.09139 -2.46584 -1.17437 -0.3 0.3 -0.6
H 1.50706 -1.14551 -0.13080 -0.1 -0.1 0.5
H 0.51391 -2.60528 0.42269 0.1 1.1 -0.3
H 0.08530 -0.39857 -2.51105 0.1 0.1 0.0
O 1.53036 2.31202 -0.42465 0.0 -0.1 0.3
H 0.97389 1.60580 -0.77272 -0.2 -0.2 -0.1
H 2.14086 2.49429 -1.13980 0.2 0.1 -0.1
O 1.18855 -0.01795 2.46784 0.2 0.0 0.2
H 1.60270 0.61788 1.87256 0.1 0.1 0.0
H 1.91166 -0.43783 2.94595 0.0 0.1 -0.1
```
Forces are in eV/Å.


[12]
ORCA calculation (ωB97M-V/def2-TZVPD) on a cluster of 4 separate species, C4H14O3 in total.

* E: -10515.240 eV
* total charge: 0
* SMILES string: C=C(C)C.O.O.O
* HOMO-LUMO gap: 9.65 eV
* LUMO energy: 0.3547 eV
* F_max: 3.9 eV/A
* HOMO level: -9.30 eV

Structure (XYZ):
```
21
Properties=species:S:1:pos:R:3:forces:R:3
C 2.23302 -2.36511 0.79568 -1.1 0.5 -2.0
C 1.22965 -1.84566 1.53581 -0.6 0.0 0.4
C 0.10276 -1.08321 0.85810 -1.4 0.4 -0.1
C 0.94622 -2.09367 2.99460 -0.4 -1.4 1.9
H 2.94582 -3.23831 0.93943 -0.9 1.7 0.4
H 2.11069 -1.93959 -0.28729 0.8 -1.3 1.8
H 0.31151 -0.04354 0.67628 0.7 0.5 -0.4
H -0.86788 -0.91257 1.46368 1.6 -1.1 -0.7
H -0.14106 -1.57867 -0.10714 0.0 0.5 0.6
H -0.11798 -1.96667 3.40815 1.2 0.0 -1.4
H 1.50939 -1.49806 3.77579 0.0 -0.8 -1.2
H 1.13288 -3.20095 3.07657 0.2 1.0 0.8
O -4.47935 3.80415 -4.20119 -1.1 0.5 -0.6
H -3.78389 3.19046 -4.44685 0.2 0.3 1.0
H -4.41239 4.28618 -3.36465 0.8 -0.8 -0.4
O -2.10124 1.08823 -3.04777 1.3 0.1 -2.9
H -1.74535 0.17152 -3.04353 -0.4 0.8 0.1
H -1.80324 1.42093 -3.98813 -0.9 -1.0 2.8
O 2.17492 2.85653 1.15853 -1.8 2.9 -1.8
H 2.17343 2.76764 0.18907 0.3 -0.5 1.0
H 2.58209 2.18036 1.61486 1.4 -2.5 0.8
```
Forces are in eV/Å.


> F_max of number 3 (C4H14NOS)?

3.5 eV/A


> total charge of number 2 (C4H14NOS)?

0